A cluster of 10 separate species, C40H105N5O20 in total. Source: OMol25; level of theory: ωB97M-V with the def2-TZVPD basis set.

Positions of all 170 atoms, in Å:
C1 12.6627 19.8601 17.0206
O1 12.2206 21.1664 16.5771
C2 12.6461 22.1274 17.5644
C3 12.1951 23.4944 17.1400
N1 10.7709 23.7924 17.3181
C4 9.8676 23.2559 16.3230
C5 8.4649 23.8617 16.4186
O2 7.9735 23.5880 17.7361
C6 7.0504 24.5744 18.1673
H1 12.1012 19.6839 17.9580
H2 13.7364 19.8607 17.0703
H3 12.1379 19.0818 16.4107
H4 13.7346 22.0690 17.5013
H5 12.3129 21.8447 18.5569
H6 12.4180 23.8137 16.0835
H7 12.7132 24.1620 17.8367
H8 10.5185 23.4401 18.1987
H9 9.7625 22.1613 16.2881
H10 10.2442 23.5982 15.3334
H11 7.7635 23.6097 15.6407
H12 8.5710 25.0323 16.4093
H13 6.1492 24.4655 17.5320
H14 7.5753 25.5150 17.9747
H15 6.9271 24.3762 19.1620
C7 10.3873 13.9818 25.1959
O3 10.4658 14.7751 24.0081
C8 9.3080 14.6992 23.0881
C9 9.7937 15.3979 21.8783
N2 9.9739 16.7977 22.3258
C10 10.4280 17.7771 21.3407
C11 11.9245 17.5456 20.9492
O4 12.4007 18.6799 20.2550
C12 13.8111 18.7157 20.0859
H16 9.4723 14.2252 25.7403
H17 11.3592 14.2042 25.7512
H18 10.4253 12.9056 24.8388
H19 8.4087 15.2194 23.5339
H20 8.9882 13.6473 22.8169
H21 9.0570 15.3963 21.0256
H22 10.7377 14.9080 21.5181
H23 10.5573 16.8048 23.1677
H24 10.3871 18.7315 21.7118
H25 9.7949 17.6173 20.4892
H26 12.0443 16.6880 20.2549
H27 12.4994 17.3156 21.8410
H28 14.1151 17.8861 19.4113
H29 14.3112 18.6335 21.0740
H30 14.0652 19.6817 19.6522
C13 15.6459 25.4430 22.3525
O5 14.4204 25.3474 21.6208
C14 14.4830 24.4694 20.4686
C15 15.1338 25.1050 19.2203
N3 14.0821 25.8372 18.4784
C16 14.6626 26.4740 17.2745
C17 13.5788 27.2160 16.4332
O6 13.1457 28.4286 17.0880
C18 12.1663 29.1831 16.3492
H31 16.5426 25.5148 21.7421
H32 15.8735 24.6012 23.0390
H33 15.5178 26.3576 22.9591
H34 13.3813 24.1883 20.1715
H35 14.9932 23.5664 20.7477
H36 15.4977 24.3232 18.5090
H37 16.0550 25.6603 19.4787
H38 13.8404 26.6464 19.0540
H39 15.0335 25.7001 16.5592
H40 15.4846 27.1664 17.4045
H41 12.7659 26.4996 16.2452
H42 14.0441 27.3426 15.4887
H43 11.2611 28.6030 16.4037
H44 12.5788 29.3050 15.3783
H45 11.9740 30.0535 17.0264
C19 10.7666 26.9641 24.2510
O7 12.1561 26.9201 24.2298
C20 12.6804 27.5987 25.3813
C21 14.0849 28.1114 25.0593
N4 14.2520 28.8194 23.8178
C22 14.0385 30.2438 23.9920
C23 14.0250 31.0356 22.6840
O8 13.0569 30.5564 21.7962
C24 13.1930 31.3161 20.5949
H46 10.3596 26.4471 23.3778
H47 10.4225 28.0396 24.3160
H48 10.3701 26.4420 25.1359
H49 12.7484 26.9647 26.2947
H50 12.0091 28.4339 25.6345
H51 14.7755 27.1889 25.0047
H52 14.4647 28.7041 25.8419
H53 13.7133 28.3864 23.0646
H54 14.7505 30.6998 24.7135
H55 13.0400 30.4404 24.4919
H56 15.0011 31.0260 22.1710
H57 13.8681 32.0520 22.9753
H58 14.2285 31.2508 20.2646
H59 12.8841 32.3404 20.8467
H60 12.5696 30.7986 19.8229
C25 13.4963 22.9218 26.4187
O9 14.5338 22.6825 25.5600
C26 15.6295 22.0261 26.1841
C27 16.3852 22.9715 27.1611
N5 17.1066 24.0959 26.5934
C28 16.1628 25.1011 26.2566
C29 15.6380 25.9022 27.4723
O10 16.6820 26.5855 28.1917
C30 16.2423 27.2543 29.3789
H61 13.7939 23.3695 27.3816
H62 13.0997 21.9173 26.7203
H63 12.6879 23.4711 25.9415
H64 16.3308 21.7601 25.4165
H65 15.2830 21.2038 26.8274
H66 17.0286 22.2598 27.6122
H67 15.7476 23.1782 28.0302
H68 17.7383 24.4934 27.2584
H69 15.3066 24.6477 25.7691
H70 16.6678 25.8133 25.5590
H71 14.9695 25.3122 28.1488
H72 14.8798 26.5971 27.0672
H73 15.7315 26.6027 30.0947
H74 15.5577 28.0035 29.0786
H75 17.0828 27.6279 29.8898
O11 10.8860 21.1733 25.5720
C31 11.0546 19.7958 25.8625
C32 12.3515 19.1612 25.4021
O12 12.5054 18.9217 24.0271
H76 11.1076 21.2588 24.6545
H77 10.9701 19.6355 26.9454
H78 10.1675 19.2929 25.4145
H79 12.4109 18.1580 25.8338
H80 13.0866 19.7454 25.9340
H81 12.0946 19.6156 23.4538
O13 8.4558 21.7268 23.6252
C33 7.1286 21.7507 23.1355
C34 7.1188 21.6336 21.6110
O14 7.5689 22.8401 21.0006
H82 8.4822 21.8288 24.5564
H83 6.5042 20.8427 23.4935
H84 6.5571 22.7393 23.2951
H85 6.0897 21.5591 21.3225
H86 7.7575 20.7532 21.2851
H87 8.5541 22.8413 20.9718
O15 11.0756 28.5543 21.3005
C35 11.7071 27.5390 20.5656
C36 10.6508 26.7525 19.9053
O16 9.7415 26.1787 20.7955
H88 11.7540 29.1174 21.7183
H89 12.2227 28.1313 19.8276
H90 12.3205 26.8944 21.2706
H91 11.0531 25.9053 19.4174
H92 10.0955 27.3970 19.2208
H93 9.4888 26.8566 21.4578
O17 8.6237 19.1457 17.6562
C37 8.1759 20.3348 18.3315
C38 9.3961 21.1017 18.7077
O18 9.8888 20.3740 19.8997
H94 8.9609 18.5719 18.3712
H95 7.7509 20.8665 17.4798
H96 7.4880 20.1544 19.0957
H97 9.2232 22.1313 19.0823
H98 10.1050 21.0581 17.9204
H99 10.8238 20.0741 19.8093
O19 11.1349 20.8020 22.7623
C39 11.8582 21.9225 22.2508
C40 10.9848 23.1991 22.2595
O20 10.4226 23.4050 20.9855
H100 10.2389 20.8728 22.4204
H101 12.7880 21.9422 22.8506
H102 12.2394 21.7595 21.1867
H103 11.6399 24.0311 22.5896
H104 10.1716 23.1613 23.0238
H105 10.0778 24.3080 20.9434

As for the energy above the lowest of the compared OMol25 structures with the same formula, charge and spin: 15.1 kcal/mol. The value obtained for the total energy is -91571.9727 eV. The spin multiplicity is 1. As for the HOMO energy: -0.302 Ha. Its frontier orbital gap is 8.9 eV.

---

A structure of composition CH5BiO3. Source: OMol25; level of theory: ωB97M-V with the def2-TZVPD basis set.

Positions of all 10 atoms, in Å:
O1 -1.3824 -1.3163 -0.3717
Bi1 -1.2334 0.6374 -1.1458
O2 -2.4201 -1.4939 0.4393
H1 -2.8523 -2.3173 0.1340
O3 0.5608 0.2806 -0.2780
H2 0.1944 -0.8973 0.1526
C1 1.5741 1.1300 0.1799
H3 1.2656 2.1748 0.0775
H4 1.8086 0.8619 1.2249
H5 2.4847 0.9402 -0.4127

As for the energy above the lowest of the compared OMol25 structures with the same formula, charge and spin: 24.4 kcal/mol. The value obtained for the total energy is -13054.6883 eV. The spin multiplicity is 2. As for the HOMO energy (spin up / spin down): -0.959 / -0.958 Ha. As for the expectation value of S²: 0.754. Its frontier orbital gap (spin up / spin down) is 7.6 / 6.1 eV. As for the net charge: +3.

---

A structure of composition C28H52ClF7N5O17P2S4. Source: OMol25; level of theory: ωB97M-V with the def2-TZVPD basis set.

Positions of all 116 atoms, in Å:
C1 4.6103 -4.7349 -0.8368
C2 3.6388 -4.0073 0.1784
C3 3.8026 -2.4346 0.0360
O1 2.5014 -1.8522 0.2056
C4 2.6164 -0.5050 0.7129
C5 1.2988 0.2736 0.9073
O2 1.5734 1.5485 1.5070
C6 2.9095 1.9834 1.7164
C7 2.8177 3.4614 2.3142
C8 3.9115 4.4097 1.6695
C9 0.4146 0.7372 -0.4148
C10 0.5994 -0.3534 -1.4951
C11 -0.2364 -0.5309 -2.7993
N1 -0.0317 0.3665 -3.9288
N2 0.3063 -1.8505 -3.3716
N3 -1.6694 -0.8795 -2.6119
O3 0.7946 2.0930 -0.5575
C12 1.4113 2.5508 -1.7480
C13 2.9385 2.2114 -1.9661
N4 -0.9965 0.9275 0.1668
C14 -1.8209 2.0774 -0.3909
C15 -2.0206 2.1471 -1.9227
O4 -3.0591 1.7683 -2.3802
C16 -1.2639 0.5275 1.6237
C17 -1.4161 1.8806 2.4474
C18 -1.7413 1.8340 3.9719
N5 -2.9150 1.9168 4.4539
C19 -2.6211 -0.2234 1.9032
F1 -2.6282 -0.9013 3.1079
F2 -3.6967 0.6523 2.0417
C20 -3.2088 -1.2326 0.8526
F3 -2.3645 -1.9442 0.0611
F4 -4.0202 -0.5169 -0.0283
C21 -4.2117 -2.3089 1.4895
F5 -3.5652 -3.3451 2.0681
F6 -4.8625 -2.8506 0.4009
F7 -5.1734 -1.7590 2.2543
C22 0.1218 -0.2854 1.8991
P1 0.9491 0.0738 3.6120
S1 -0.0016 -0.7923 5.0950
P2 -0.0144 -2.1939 2.1850
O5 0.0163 -3.0277 0.7376
Cl1 1.8001 -2.9137 3.0705
H1 5.6699 -4.3891 -0.7018
H2 4.5250 -5.8364 -0.6426
H3 4.2572 -4.4798 -1.8664
H4 3.8982 -4.2826 1.2287
H5 2.5747 -4.2413 -0.0676
H6 4.2667 -2.1492 -0.9526
H7 4.5290 -2.1194 0.8325
H8 3.1770 -0.6623 1.6786
H9 3.2741 -0.0018 -0.0566
H10 3.4735 1.3987 2.5022
H11 3.5648 2.0702 0.8171
H12 1.8301 3.8579 1.9551
H13 2.8841 3.4712 3.4267
H14 4.0490 5.2782 2.3707
H15 4.9121 3.9054 1.5936
H16 3.5928 4.8441 0.6806
H17 0.4598 -1.3369 -0.9539
H18 1.6832 -0.3750 -1.7949
H19 -0.7662 1.0469 -4.0874
H20 0.9098 0.7322 -4.0199
H21 0.2100 -2.5918 -2.6690
H22 1.3178 -1.7164 -3.4996
H23 -1.7975 -1.8887 -2.6567
H24 -2.1556 -0.4636 -3.4079
H25 1.4101 3.6774 -1.6708
H26 0.8898 2.3611 -2.7175
H27 3.1962 1.1289 -1.9289
H28 3.1716 2.5496 -3.0182
H29 3.5966 2.8537 -1.3189
H30 -1.4479 0.1645 -0.3969
H31 -2.8408 1.9089 0.0597
H32 -1.5007 3.0737 -0.0059
H33 -1.2950 2.5946 -2.6501
H34 -0.5070 2.5429 2.3645
H35 -2.2414 2.5544 2.0829
H36 -0.9388 1.7834 4.7601
H37 -2.8507 1.8718 5.4784
H38 2.3357 -0.2183 3.5866
H39 0.8858 1.4744 3.9113
H40 0.2340 -3.9641 0.9012
C23 -6.0275 -3.4679 4.9065
C24 -7.5132 -3.2549 4.6884
O6 -8.1403 -3.8725 5.8134
S2 -7.1751 -3.7339 7.1024
O7 -7.6055 -2.6181 7.8685
O8 -6.9901 -5.0237 7.6640
O9 -5.8291 -3.3133 6.3125
H41 -5.7283 -4.4824 4.6295
H42 -5.4233 -2.7505 4.3570
H43 -7.8657 -3.6992 3.7594
H44 -7.7665 -2.1912 4.7010
C25 1.0872 -5.4423 -7.1838
C26 2.3277 -4.6010 -7.4137
O10 2.2081 -3.5108 -6.4937
S3 1.4401 -4.0178 -5.1667
O11 2.4143 -4.3340 -4.1752
O12 0.3530 -3.1326 -4.9055
O13 0.8666 -5.4040 -5.7709
H45 0.2150 -5.0061 -7.6769
H46 1.2171 -6.4692 -7.5212
H47 2.3994 -4.2347 -8.4358
H48 3.2346 -5.1571 -7.1629
C27 1.0588 8.3472 -2.1754
C28 -0.1041 7.3905 -2.0022
O14 0.4914 6.1719 -1.5400
S4 1.7875 6.5249 -0.6407
O15 1.4047 6.4896 0.7271
O16 2.8978 5.7938 -1.1481
O17 1.9393 8.0649 -1.0825
H49 1.5975 8.1532 -3.1060
H50 0.7433 9.3887 -2.1511
H51 -0.6494 7.2253 -2.9293
H52 -0.7954 7.7423 -1.2324

The value obtained for the total energy is -165584.4713 eV. The spin multiplicity is 1. As for the HOMO energy: -0.395 Ha. Its frontier orbital gap is 8.1 eV. As for the net charge: +1.